Arrangement P

Formula: C3HN3O
Source: the Open Molecules 2025 dataset
Level of theory: wB97M-V/def2-TZVPD

Element x y z (Å)
C 0.41 1.61 -1.76
C 0.02 1.07 -0.48
C 0.00 0.00 0.37
N 0.09 -0.27 1.73
N -0.04 -1.56 2.00
O -0.36 -2.15 0.75
N -0.36 -1.13 -0.14
H 0.24 2.42 -2.46

Orbital gap: 9.142 eV
SMILES: C#Cc1nnon1
Multiplicity: 1
LUMO: -1.145 eV
Total charge: 0



Arrangement Q

Formula: C3HN3O
Source: the Open Molecules 2025 dataset
Level of theory: wB97M-V/def2-TZVPD

Element x y z (Å)
N -2.95 0.01 -0.12
C -1.74 -0.03 -0.01
C -0.25 0.08 0.26
C 0.59 1.23 -0.01
N 1.84 0.52 -0.13
O 1.61 -0.76 -0.06
N 0.37 -1.08 0.07
H 0.65 2.31 0.24

Orbital gap: 11.202 eV
SMILES: N#Cc1cnon1
Multiplicity: 1
LUMO: -0.354 eV
Total charge: 0



arrangement Q (3.288 eV below the next structure)



Arrangement P

Formula: C3H6N2O
Source: the Open Molecules 2025 dataset
Level of theory: wB97M-V/def2-TZVPD

Element x y z (Å)
N -1.29 -1.14 -0.63
C -0.79 -0.23 -0.01
N -0.66 0.81 0.64
C -1.91 1.47 0.37
O -2.00 2.62 0.07
H -0.80 -1.75 -1.26
H -2.75 0.75 0.41
C 2.05 -0.52 0.00
H 2.14 -1.60 0.15
H 3.00 -0.03 0.22
H 1.78 -0.30 -1.04
H 1.32 -0.11 0.68

Orbital gap: 10.855 eV
SMILES: N=C=NC=O.C
Multiplicity: 1
LUMO: 0.366 eV
Total charge: 0



Arrangement Q

Formula: C3H6N2O
Source: the Open Molecules 2025 dataset
Level of theory: wB97M-V/def2-TZVPD

Element x y z (Å)
H 2.33 -0.84 -0.89
N 1.45 -1.16 -1.22
C 0.48 -0.61 -0.54
C -0.92 -1.01 -0.84
N 0.66 0.27 0.57
C -0.21 1.25 1.10
O -1.43 1.27 0.92
H -1.36 -1.70 0.05
H -0.93 -1.49 -1.90
H -1.52 -0.04 -0.91
H 1.64 0.46 0.70
H 0.34 1.94 1.81

Orbital gap: 10.658 eV
SMILES: [H]/N=C(/C)NC=O
Multiplicity: 1
LUMO: 0.642 eV
Total charge: 0



Arrangement R

Formula: C3H6N2O
Source: the Open Molecules 2025 dataset
Level of theory: wB97M-V/def2-TZVPD

Element x y z (Å)
N 2.49 0.75 -1.64
C 1.64 0.68 -0.85
C 0.54 0.54 0.14
O 0.97 -0.14 1.30
C -0.67 -0.12 -0.55
N -1.72 -0.58 0.34
H 0.28 1.54 0.48
H 1.13 -1.07 1.09
H -0.34 -0.99 -1.13
H -1.08 0.59 -1.28
H -1.37 -1.32 0.93
H -2.06 0.16 0.95

Orbital gap: 10.606 eV
SMILES: N#C[C@H](O)CN
Multiplicity: 1
LUMO: 0.544 eV
Total charge: 0



arrangement Q (0.222 eV below the next structure)



Arrangement P

Formula: C3H6N2O
Source: the Open Molecules 2025 dataset
Level of theory: wB97M-V/def2-TZVPD

Element x y z (Å)
H -2.67 -0.88 1.26
N -2.66 -0.13 0.58
C -1.51 0.19 0.16
N -0.30 -0.30 0.63
C 0.89 -0.16 -0.05
C 1.06 0.68 -1.08
O 1.89 -0.81 0.61
H -1.47 1.03 -0.53
H -0.29 -1.00 1.36
H 0.26 1.09 -1.67
H 2.05 0.91 -1.43
H 2.73 -0.63 0.17

Orbital gap: 9.160 eV
SMILES: [H]/N=C\NC(=C)O
Multiplicity: 1
LUMO: 0.725 eV
Total charge: 0



Arrangement Q

Formula: C3H6N2O
Source: the Open Molecules 2025 dataset
Level of theory: wB97M-V/def2-TZVPD

Element x y z (Å)
C -1.54 1.25 -0.08
C -2.25 -1.05 -0.12
C 1.85 0.13 0.07
N -0.24 1.22 -0.16
N 0.39 0.15 -0.38
O -2.41 0.24 0.09
H -2.16 2.19 0.11
H -1.22 -1.50 -0.46
H -2.82 -1.58 0.69
H 2.33 -0.68 -0.36
H 2.19 1.08 -0.25
H 1.97 0.03 1.07

Orbital gap (spin up / spin down): 7.833 / 8.559 eV
Multiplicity: 1
LUMO (spin up / spin down): -0.266 / 0.306 eV
Total charge: 0



arrangement P (4.341 eV below the next structure)